C44H100N6O5 | ωB97M-V/def2-TZVPD

Each atom is followed by the atoms it is bonded to, with distances in Å.
Cartesian coordinates (Å):
1 C -2.236 -4.634 6.568  H9 1.090, C45 1.565, H86 1.090, C113 1.541
2 N 4.860 -1.210 -3.085  C46 1.577, C67 1.566, C135 1.573, C148 1.560
3 C 3.438 -0.411 -1.357  C46 1.480, H62 1.090, C94 1.545, H143 1.090
4 C -1.283 -2.998 1.930  H10 1.090, C21 1.527, H53 1.090, H88 1.090
5 H -1.711 3.998 -1.042  C78 1.090
6 C 6.997 -4.447 -2.104  C51 1.508, C89 1.532, H107 1.090, H139 1.090
7 H 6.777 0.172 -6.556  C52 1.090
8 C 3.909 4.457 -1.982  H40 1.090, N61 1.499, H111 1.090, C134 1.506
9 H -2.999 -4.342 7.289  C1 1.090
10 H -2.067 -2.589 1.292  C4 1.090
11 H 2.920 9.254 -3.033  C83 1.090
12 C -1.528 2.406 -4.295  H13 1.090, H22 1.090, H92 1.090, C155 1.521
13 H -2.208 3.256 -4.249  C12 1.090
14 H 3.469 -0.362 -4.663  C148 1.090
15 C -7.223 -3.201 -1.502  H36 1.090, H41 1.090, H122 1.090, C124 1.523
16 O -3.645 3.934 -0.348  C78 1.425, C140 1.418
17 H 0.975 4.144 -0.694  C99 1.090
18 H -4.997 4.494 3.841  C114 1.090
19 H -3.397 -2.366 -2.100  C75 1.090
20 H -1.030 4.315 1.090  C117 1.090
21 C -1.822 -3.982 2.967  C4 1.527, H105 1.090, H106 1.090, C128 1.487
22 H -1.835 1.629 -4.995  C12 1.090
23 H -3.518 1.332 2.821  C39 1.090
24 C 2.020 6.121 -1.731  H33 1.090, C57 1.569, N61 1.537, H151 1.090
25 H -2.404 2.396 -0.807  C78 1.090
26 H -3.057 -2.638 4.081  C128 1.090
27 C -1.347 2.799 3.426  H34 1.090, N63 1.564, C74 1.545, H82 1.090
28 N -4.851 -2.462 -0.579  H54 1.010, C75 1.515, H120 1.010, C124 1.569
29 H -0.226 4.233 -2.648  C149 1.090
30 C -3.565 3.979 2.442  H43 1.090, H59 1.090, N63 1.598, C114 1.564
31 H 5.326 -1.730 -5.477  C132 1.090
32 H 3.167 2.833 0.551  C79 1.090
33 H 2.396 6.380 -0.742  C24 1.090
34 H -0.591 2.117 3.037  C27 1.090
35 H -3.821 -3.328 2.651  C128 1.090
36 H -8.115 -2.792 -1.976  C15 1.090
37 H -3.428 4.319 4.800  C114 1.090
38 H -3.423 -6.250 5.708  C45 1.090
39 C -2.957 1.583 1.921  H23 1.090, N63 1.565, H115 1.090, H145 1.090
40 H 4.465 5.226 -2.517  C8 1.090
41 H -7.477 -3.346 -0.452  C15 1.090
42 H -5.131 -4.955 6.043  C60 1.090
43 H -3.244 4.963 2.102  C30 1.090
44 H 7.188 -1.503 -7.188  C52 1.090
45 C -2.804 -5.429 5.345  C1 1.565, H38 1.090, N66 1.610, H108 1.090
46 C 4.861 -0.357 -1.759  N2 1.577, C3 1.480, H121 1.090, H126 1.090
47 H 3.526 8.502 -1.513  C83 1.090
48 H 6.885 -0.542 -3.283  C135 1.090
49 H -5.709 -4.810 2.040  C50 1.090
50 C -5.760 -5.322 3.001  H49 1.090, C64 1.511, C70 1.512, H73 1.090
51 C 6.063 -5.440 -1.459  C6 1.508, H81 1.090, H103 1.090, H154 1.090
52 C 7.148 -0.828 -6.333  H7 1.090, H44 1.090, C132 1.472, H146 1.090
53 H -0.855 -2.098 2.372  C4 1.090
54 H -4.718 -3.457 -0.466  N28 1.010
55 H -1.957 -6.469 7.767  C113 1.090
56 H 0.206 -5.356 6.083  C72 1.090
57 C 2.379 7.182 -2.831  C24 1.569, C83 1.550, H85 1.090, H97 1.090
58 O 0.199 1.099 -1.145  N123 1.183
59 H -4.385 3.724 1.770  C30 1.090
60 C -5.040 -4.290 5.184  H42 1.090, C64 1.611, N66 1.522, H90 1.090
61 N 2.435 4.694 -2.125  C8 1.499, C24 1.537, C99 1.602, C127 1.521
62 H 3.296 0.416 -0.661  C3 1.090
63 N -2.333 2.986 2.225  C27 1.564, C30 1.598, C39 1.565, C117 1.601
64 C -6.276 -4.528 4.179  C50 1.511, C60 1.611, H137 1.090, H144 1.090
65 H -2.695 -2.009 -0.642  C75 1.090
66 N -3.814 -4.655 4.360  C45 1.610, C60 1.522, C70 1.545, C128 1.567
67 C 5.160 -2.721 -2.806  N2 1.566, C89 1.552, H91 1.090, H98 1.090
68 H -3.731 -0.761 -1.428  C75 1.090
69 H -1.154 -4.919 8.392  C113 1.090
70 C -4.390 -5.770 3.460  C50 1.512, N66 1.545, H84 1.090, H100 1.090
71 H 0.577 2.144 -4.485  C155 1.090
72 C -0.220 -6.037 6.821  H56 1.090, H95 1.090, H112 1.090, C113 1.509
73 H -6.302 -6.251 2.826  C50 1.090
74 C -0.654 4.132 3.784  C27 1.545, H109 1.090, H133 1.090, H142 1.090
75 C -3.620 -1.817 -1.185  H19 1.090, N28 1.515, H65 1.090, H68 1.090
76 H 7.268 -2.498 -2.742  C89 1.090
77 H 2.298 4.818 -4.177  C127 1.090
78 C -2.327 3.395 -0.376  H5 1.090, O16 1.425, H25 1.090, C117 1.517
79 C 3.055 3.815 0.092  H32 1.090, C99 1.511, C134 1.480, H147 1.090
80 H 6.607 -2.563 -1.115  C89 1.090
81 H 5.822 -5.138 -0.440  C51 1.090
82 H -1.752 2.138 4.192  C27 1.090
83 C 2.696 8.569 -2.216  H11 1.090, H47 1.090, C57 1.550, H138 1.090
84 H -4.452 -6.704 4.019  C70 1.090
85 H 3.216 6.879 -3.461  C57 1.090
86 H -1.744 -3.753 6.156  C1 1.090
87 O -0.969 -0.535 -0.962  N123 1.206
88 H -0.614 -3.540 1.261  C4 1.090
89 C 6.524 -2.990 -2.115  C6 1.532, C67 1.552, H76 1.090, H80 1.090
90 H -4.958 -3.258 5.526  C60 1.090
91 H 5.117 -3.285 -3.738  C67 1.090
92 H -1.736 2.142 -3.258  C12 1.090
93 H 5.158 3.600 -0.624  C134 1.090
94 C 2.666 -0.316 -2.692  C3 1.545, H130 1.090, C148 1.506, H150 1.090
95 H -0.284 -6.912 6.174  C72 1.090
96 H 6.721 -2.428 -4.957  C132 1.090
97 H 1.497 7.206 -3.471  C57 1.090
98 H 4.389 -3.110 -2.141  C67 1.090
99 C 1.954 3.731 -0.939  H17 1.090, N61 1.602, C79 1.511, H104 1.090
100 H -3.743 -6.010 2.616  C70 1.090
101 O -6.199 -0.996 -1.853  C124 1.239
102 H 3.104 -1.983 -4.010  C148 1.090
103 H 5.152 -5.480 -2.056  C51 1.090
104 H 1.951 2.810 -1.523  C99 1.090
105 H -1.134 -4.212 3.780  C21 1.090
106 H -2.012 -4.898 2.408  C21 1.090
107 H 7.214 -4.798 -3.113  C6 1.090
108 H -2.020 -5.924 4.772  C45 1.090
109 H -1.344 4.923 4.078  C74 1.090
110 H 2.260 3.248 -3.713  C127 1.090
111 H 4.116 3.598 -2.620  C8 1.090
112 H 0.630 -6.178 7.489  C72 1.090
113 C -1.447 -5.533 7.540  C1 1.541, H55 1.090, H69 1.090, C72 1.509
114 C -4.022 4.016 3.937  H18 1.090, C30 1.564, H37 1.090, H131 1.090
115 H -3.572 1.616 1.022  C39 1.090
116 H -0.015 3.369 -5.528  C155 1.090
117 C -1.511 3.355 0.902  H20 1.090, N63 1.601, C78 1.517, H136 1.090
118 H -5.416 3.735 -1.172  C140 1.090
119 H 4.748 5.190 -0.134  C134 1.090
120 H -5.087 -2.061 0.318  N28 1.010
121 H 5.498 -0.722 -0.953  C46 1.090
122 H -6.937 -4.181 -1.886  C15 1.090
123 N -0.202 0.236 -0.441  O58 1.183, O87 1.206, O152 1.258
124 C -6.098 -2.175 -1.486  C15 1.523, N28 1.569, O101 1.239
125 H -4.227 4.013 -2.306  C140 1.090
126 H 5.079 0.617 -2.197  C46 1.090
127 C 1.814 4.199 -3.422  N61 1.521, H77 1.090, H110 1.090, C149 1.607
128 C -3.147 -3.543 3.480  C21 1.487, H26 1.090, H35 1.090, N66 1.567
129 H -0.165 5.100 -4.141  C149 1.090
130 H 2.553 0.737 -2.952  C94 1.090
131 H -4.437 3.043 4.204  C114 1.090
132 C 6.356 -1.446 -5.257  H31 1.090, C52 1.472, H96 1.090, C135 1.550
133 H -0.058 4.516 2.956  C74 1.090
134 C 4.309 4.279 -0.541  C8 1.506, C79 1.480, H93 1.090, H119 1.090
135 C 6.040 -0.653 -3.963  N2 1.573, H48 1.090, C132 1.550, H141 1.090
136 H -0.807 2.530 0.795  C117 1.090
137 H -6.606 -3.618 3.677  C64 1.090
138 H 1.823 9.004 -1.729  C83 1.090
139 H 7.923 -4.438 -1.530  C6 1.090
140 C -4.407 3.404 -1.420  O16 1.418, H118 1.090, H125 1.090, H153 1.090
141 H 5.645 0.307 -4.295  C135 1.090
142 H 0.043 3.953 4.603  C74 1.090
143 H 3.202 -1.360 -0.876  C3 1.090
144 H -7.104 -5.024 4.686  C64 1.090
145 H -2.229 0.776 1.838  C39 1.090
146 H 8.210 -0.632 -6.182  C52 1.090
147 H 2.683 4.597 0.755  C79 1.090
148 C 3.476 -0.987 -3.770  N2 1.560, H14 1.090, C94 1.506, H102 1.090
149 C 0.222 4.212 -3.641  H29 1.090, C127 1.607, H129 1.090, C155 1.562
150 H 1.672 -0.748 -2.578  C94 1.090
151 H 0.935 6.033 -1.676  C24 1.090
152 O 0.078 0.222 0.786  N123 1.258
153 H -4.413 2.351 -1.700  C140 1.090
154 H 6.509 -6.432 -1.377  C51 1.090
155 C -0.133 2.970 -4.520  C12 1.521, H71 1.090, H116 1.090, C149 1.562

Values from the calculation:
HOMO level: -0.6031 Eh
Kohn-Sham gap: 7.54 eV
Energy: -66385.6070 eV
Charge: +4
Lowest unoccupied orbital energy: -8.87 eV
Strongest force on any atom: 5.63 eV/Å

Mulliken population analysis, charges in e, atoms 1 to 2:
1 C -0.44
2 N 0.60